{
  "formula": "C4H12OSi",
  "method": "ωB97M-V/def2-TZVPD",
  "energy_ev": -14267.054,
  "total_charge": 0,
  "smiles": "C[SiH2]OC(C)C",
  "gap_ev": 10.9,
  "e_lumo_ev": 1.0,
  "e_above_lowest_kcal_mol": 61.9,
  "symbols": ["C", "Si", "O", "C", "C", "C", "H", "H", "H", "H", "H", "H", "H", "H", "H", "H", "H", "H"],
  "coordinates": [[-2.58510, 0.84555, -0.45361], [-1.74159, -0.78501, 0.19252], [-0.24737, -0.82870, -0.54408], [1.17924, -0.24984, 0.05346], [2.19319, -1.32007, -0.37542], [1.24538, 1.18162, -0.18312], [-2.86126, 1.70643, 0.36840], [-1.94027, 1.40845, -1.14141], [-3.55194, 0.60664, -0.88513], [-2.13086, -0.85877, 1.67396], [-2.38656, -2.01657, -0.34251], [0.91924, -0.47244, 1.09451], [2.27179, -1.32155, -1.44270], [3.21283, -1.07169, -0.02627], [1.94203, -2.30950, -0.07674], [2.10844, 1.53963, 0.19444], [0.34425, 1.62717, 0.16434], [1.14541, 1.38141, -1.27414]]
}

***

{
  "formula": "C41H51BrN5O9P2Rb",
  "method": "ωB97M-V/def2-TZVPD",
  "energy_ev": -158504.559,
  "total_charge": 0,
  "gap_ev": 6.5,
  "e_lumo_ev": 0.2,
  "e_above_lowest_kcal_mol": 3.0,
  "symbols": ["Rb", "C", "O", "C", "C", "C", "C", "C", "C", "N", "N", "C", "C", "O", "C", "C", "C", "C", "C", "C", "C", "C", "H", "H", "H", "H", "H", "H", "H", "H", "H", "H", "H", "H", "H", "O", "C", "C", "C", "N", "C", "Br", "C", "H", "H", "H", "H", "C", "C", "C", "O", "P", "O", "C", "P", "O", "O", "C", "C", "C", "O", "C", "C", "C", "O", "C", "C", "C", "H", "H", "H", "H", "H", "H", "H", "H", "H", "H", "H", "H", "H", "H", "H", "H", "H", "H", "H", "H", "H", "H", "H", "H", "H", "H", "H", "H", "H", "H", "N", "C", "C", "C", "C", "C", "N", "C", "H", "H", "H", "H"],
  "coordinates": [[0.44407, 0.40457, 0.39640], [3.83157, -1.31596, 0.77858], [2.56708, -1.34478, 1.41102], [2.13928, -2.53122, 1.92918], [2.72595, -3.75436, 1.63528], [2.18782, -4.92913, 2.15214], [1.07331, -4.87888, 2.97255], [0.50963, -3.64977, 3.29362], [1.03076, -2.46578, 2.78897], [0.46900, -1.19330, 3.04272], [-0.02585, -1.12386, 4.20107], [-0.58015, 0.03380, 4.67175], [-0.57416, 1.29831, 3.98762], [-0.13186, 1.48880, 2.82902], [-1.15640, 2.42249, 4.71050], [-1.69002, 2.30786, 5.94127], [-1.69672, 1.05723, 6.64119], [-2.24448, 0.95141, 7.93212], [-2.23362, -0.24084, 8.61052], [-1.66058, -1.36513, 7.99672], [-1.12406, -1.28492, 6.73434], [-1.12898, -0.07108, 6.01108], [4.61557, -1.66067, 1.45808], [4.01046, -0.27970, 0.50304], [3.83918, -1.91838, -0.13127], [3.60306, -3.80048, 1.00427], [2.64852, -5.87871, 1.91086], [0.64864, -5.79121, 3.37121], [-0.35605, -3.58440, 3.93939], [-1.15762, 3.37010, 4.18243], [-2.12724, 3.17218, 6.43144], [-2.67433, 1.83864, 8.38485], [-2.65538, -0.31573, 9.60454], [-1.63681, -2.31001, 8.52630], [-0.68128, -2.15689, 6.27536], [3.89381, 6.61248, 1.17134], [3.30196, 5.40676, 1.02804], [2.54602, 4.80681, 2.02822], [1.97355, 3.57669, 1.77868], [2.11734, 2.92147, 0.61727], [2.84749, 3.51511, -0.30402], [3.07092, 2.56741, -1.94403], [3.46256, 4.74559, -0.18198], [3.71386, 6.96554, 2.04948], [2.39967, 5.29132, 2.98631], [1.35101, 3.06937, 2.50977], [4.04445, 5.17791, -0.98177], [0.61671, -4.99885, -1.77666], [0.83295, -3.55716, -1.37760], [-0.10088, -3.10901, -0.27582], [0.61514, -2.75388, -2.58096], [1.44897, -1.45565, -2.91459], [2.05225, -0.79080, -1.74706], [0.29321, -0.50774, -3.91796], [-0.92793, 0.42633, -2.97002], [-1.19682, -0.19287, -1.66734], [-2.16757, 0.56513, -3.95075], [-3.13498, -0.52298, -4.05045], [-4.20344, -0.34213, -2.99195], [-3.68019, -0.48009, -5.46079], [-0.40925, 1.89866, -2.80409], [-0.43675, 3.06512, -3.67089], [-1.80227, 3.72055, -3.60537], [0.00231, 2.73744, -5.08551], [2.46346, -1.85067, -4.07397], [3.87380, -2.15795, -3.93080], [4.65654, -0.92100, -3.52845], [4.08744, -3.32871, -2.98994], [0.81360, -5.64435, -0.92036], [1.27883, -5.28265, -2.59530], [-0.41644, -5.14657, -2.09680], [1.86331, -3.41599, -1.04848], [-1.12850, -3.07265, -0.64048], [0.18525, -2.12845, 0.09688], [-0.03746, -3.80344, 0.56204], [-0.23632, -1.21186, -4.56409], [0.86047, 0.15540, -4.56869], [-2.60809, -1.46865, -3.88327], [-4.70464, 0.61785, -3.13276], [-3.75976, -0.37660, -1.99764], [-4.94539, -1.13774, -3.07232], [-4.17802, 0.47522, -5.63447], [-4.40545, -1.28101, -5.60489], [-2.87954, -0.59824, -6.19157], [0.30419, 3.72080, -3.21305], [-2.56747, 3.07447, -4.03455], [-1.78315, 4.65814, -4.16192], [-2.06935, 3.94542, -2.57253], [-0.69076, 2.03518, -5.55212], [1.01063, 2.32154, -5.09180], [0.01505, 3.65109, -5.67912], [4.15791, -2.45745, -4.93954], [4.36565, -0.59359, -2.53111], [4.46720, -0.11102, -4.23456], [5.72469, -1.14116, -3.53835], [3.83705, -3.04860, -1.96613], [5.13537, -3.63074, -3.01264], [3.47572, -4.18073, -3.28754], [-5.51398, 3.51405, -2.23884], [-5.04984, 3.04370, -1.29799], [-4.43659, 2.43453, -0.15123], [-5.08973, 2.31840, 1.07234], [-4.42531, 1.69557, 2.10849], [-3.13829, 1.21585, 1.89254], [-2.50343, 1.32862, 0.72576], [-3.14716, 1.92281, -0.26793], [-6.09229, 2.70719, 1.19362], [-4.88500, 1.57698, 3.07989], [-2.59608, 0.71972, 2.68755], [-2.62049, 1.99855, -1.21151]]
}

***

{
  "formula": "C50H108F6N10O2P2",
  "method": "ωB97M-V/def2-TZVPD",
  "energy_ev": -107427.194,
  "total_charge": 6,
  "gap_ev": 9.0,
  "e_lumo_ev": -8.4,
  "symbols": ["C", "C", "N", "C", "C", "N", "C", "C", "H", "H", "H", "H", "H", "H", "H", "H", "H", "H", "H", "C", "C", "N", "C", "C", "N", "C", "C", "H", "H", "H", "H", "H", "H", "H", "H", "H", "H", "H", "C", "C", "N", "C", "C", "N", "C", "C", "H", "H", "H", "H", "H", "H", "H", "H", "H", "H", "H", "C", "C", "N", "C", "C", "N", "C", "C", "H", "H", "H", "H", "H", "H", "H", "H", "H", "H", "H", "C", "C", "C", "C", "P", "C", "C", "C", "C", "C", "C", "C", "C", "C", "C", "C", "C", "H", "H", "H", "H", "H", "H", "H", "H", "H", "H", "H", "H", "H", "H", "H", "H", "H", "H", "H", "H", "H", "H", "H", "H", "H", "H", "H", "H", "H", "H", "H", "H", "H", "H", "H", "H", "C", "N", "C", "C", "C", "C", "O", "H", "H", "H", "H", "H", "H", "H", "H", "H", "H", "H", "H", "H", "H", "C", "N", "C", "C", "C", "C", "O", "H", "H", "H", "H", "H", "H", "H", "H", "H", "H", "H", "H", "H", "H", "P", "F", "F", "F", "F", "F", "F"],
  "coordinates": [[9.02646, -2.45748, -4.72571], [10.43649, -2.32963, -5.33002], [10.24800, -2.15806, -6.71782], [9.82364, -3.01703, -7.67742], [9.74990, -2.32825, -8.87261], [10.32262, -1.03795, -8.62586], [10.50849, -0.93074, -7.27980], [10.78687, -0.08511, -9.56372], [8.95294, -2.79555, -3.69207], [8.57733, -3.31042, -5.23450], [8.43808, -1.54492, -4.82124], [11.05467, -3.19344, -5.08549], [10.90749, -1.52126, -4.77073], [9.57346, -4.01965, -7.36349], [9.60941, -2.61462, -9.90442], [10.86567, -0.00642, -6.85029], [10.23520, 0.84221, -9.71808], [10.74759, -0.55560, -10.54616], [11.86444, 0.07845, -9.57730], [-4.73493, 6.35075, -4.99807], [-3.39325, 6.97098, -4.55961], [-3.47743, 7.01605, -3.04889], [-2.63764, 6.24515, -2.24165], [-2.93133, 6.52452, -0.90784], [-3.90885, 7.44431, -0.93549], [-4.27636, 7.69654, -2.22955], [-4.54498, 8.00340, 0.17904], [-4.99234, 5.43915, -4.45880], [-4.69963, 6.23838, -6.08169], [-5.51332, 7.07806, -4.76735], [-3.20368, 8.00208, -4.85797], [-2.46143, 6.45168, -4.78357], [-1.94315, 5.52787, -2.65346], [-2.51797, 6.06154, -0.02399], [-4.95489, 8.47195, -2.55317], [-3.81914, 8.49547, 0.82644], [-4.82376, 7.17982, 0.83637], [-5.42553, 8.57792, -0.10850], [-4.05070, -7.68120, 1.62060], [-3.01312, -7.15710, 2.64772], [-3.62186, -6.26108, 3.51494], [-3.33862, -4.89253, 3.45900], [-4.28281, -4.23330, 4.33243], [-5.20811, -5.20565, 4.75150], [-4.75847, -6.44149, 4.30322], [-6.42877, -5.04713, 5.61509], [-3.60045, -8.26233, 0.81584], [-4.47894, -6.77528, 1.19163], [-4.63746, -8.46321, 2.10253], [-2.24005, -6.66578, 2.05688], [-2.50465, -7.91121, 3.24842], [-2.62244, -4.48493, 2.76089], [-4.49391, -3.18726, 4.49871], [-5.33100, -7.35373, 4.38343], [-7.33312, -5.52416, 5.23734], [-6.68728, -3.98953, 5.66762], [-6.29120, -5.28752, 6.66932], [4.77546, 0.99876, -8.81378], [3.68187, 0.07433, -9.32157], [3.56366, 0.18877, -10.77032], [3.44879, -0.91526, -11.65949], [3.46395, -0.39323, -12.91831], [3.51110, 0.97500, -12.83555], [3.51477, 1.36716, -11.53181], [3.51720, 1.89725, -13.87025], [4.92328, 0.88723, -7.73963], [4.50366, 2.05036, -8.90519], [5.74095, 0.74361, -9.25063], [2.75283, 0.35188, -8.82361], [3.89847, -0.97725, -9.13354], [3.59804, -1.93504, -11.33671], [3.50311, -0.96880, -13.83132], [3.47706, 2.40427, -11.23286], [4.19074, 2.73818, -13.70512], [2.55351, 2.40609, -13.89250], [3.71459, 1.42575, -14.83296], [-0.84219, 0.52527, 11.04797], [-0.04907, 0.87071, 12.26635], [0.96934, 2.04479, 11.95881], [2.06074, 1.62040, 10.92996], [3.36164, 2.66425, 10.46656], [4.62871, 2.60432, 11.75202], [4.24077, 3.15333, 13.15058], [5.27689, 4.15655, 13.72457], [6.52624, 3.30451, 14.24451], [2.78383, 4.42837, 10.12211], [3.71594, 5.64030, 9.95398], [2.99705, 6.91079, 9.73702], [2.04117, 7.09901, 8.50454], [3.91769, 1.86155, 8.90512], [4.08650, 0.38003, 9.06593], [4.40484, -0.36920, 7.80483], [3.41735, -0.10526, 6.65224], [-0.28273, -0.12728, 10.37770], [-0.97292, 1.35667, 10.35531], [-1.73899, 0.01152, 11.39426], [0.46862, -0.00244, 12.66349], [-0.70163, 1.18986, 13.07900], [1.38337, 2.25280, 12.94543], [0.46757, 2.97968, 11.70920], [1.56925, 1.20532, 10.05004], [2.52207, 0.77891, 11.44685], [5.34830, 3.32177, 11.35765], [5.20117, 1.68371, 11.86545], [3.97244, 2.34377, 13.82934], [3.33070, 3.73659, 13.01029], [4.62096, 4.64471, 14.44538], [5.46562, 4.94665, 12.99778], [6.93769, 3.71561, 15.16636], [7.23736, 3.43968, 13.42956], [6.49145, 2.21511, 14.25500], [2.06235, 4.63573, 10.91241], [2.25162, 4.37047, 9.17264], [4.20487, 5.55645, 8.98340], [4.45001, 5.55620, 10.75532], [3.88842, 7.53184, 9.64831], [2.53776, 7.26931, 10.65821], [1.62070, 8.09382, 8.35741], [1.23872, 6.38004, 8.33940], [2.53591, 6.95327, 7.54428], [4.86862, 2.38108, 8.78708], [3.23008, 2.05080, 8.08082], [3.35831, -0.14812, 9.68149], [5.01182, 0.38925, 9.64194], [4.43998, -1.45604, 7.87999], [5.29625, 0.09847, 7.38677], [2.40520, -0.32465, 6.99212], [3.38764, -0.75707, 5.77911], [3.31739, 0.94139, 6.36482], [-8.22257, 1.98496, -1.28623], [-8.80906, 0.60093, -1.75145], [-7.64672, -0.26937, -2.21009], [-9.51193, -0.14230, -0.53527], [-9.85847, 0.84085, -2.88024], [-9.33660, 1.64059, -4.18198], [-8.59638, 0.76607, -5.01287], [-7.90962, 2.66326, -2.08000], [-7.29603, 1.88504, -0.72086], [-8.97989, 2.44267, -0.64978], [-7.00815, 0.35366, -2.83631], [-7.99208, -1.15535, -2.74290], [-7.01155, -0.54611, -1.36859], [-9.75899, -1.12947, -0.92581], [-10.36015, 0.50831, -0.32234], [-8.76270, -0.15727, 0.25625], [-10.50014, 1.58662, -2.41099], [-10.37678, -0.07466, -3.16539], [-8.84369, 2.53488, -3.80069], [-10.20735, 1.87005, -4.79619], [-9.08533, 0.25972, -5.66568], [-2.89136, -8.63204, -7.44025], [-3.72369, -7.35519, -7.69630], [-3.92496, -6.52109, -6.44653], [-2.99794, -6.47138, -8.81453], [-4.97008, -7.97832, -8.40237], [-6.32279, -7.20243, -8.31607], [-6.17734, -5.90377, -8.83171], [-2.03696, -8.13195, -6.98417], [-2.39626, -9.16059, -8.25488], [-3.39348, -9.17356, -6.63854], [-3.04374, -6.54088, -5.80534], [-4.74987, -6.87371, -5.82743], [-4.22596, -5.51723, -6.74615], [-2.01896, -6.31129, -8.36280], [-3.71872, -5.67797, -9.01219], [-2.79158, -7.08397, -9.69217], [-5.25826, -8.77455, -7.71602], [-4.69747, -8.43851, -9.35211], [-6.73934, -7.24144, -7.30956], [-7.01615, -7.80094, -8.90694], [-6.95357, -5.35140, -8.94978], [0.85383, -1.39914, -2.24398], [0.77471, -2.23625, -3.63768], [-0.77480, -1.58261, -2.04215], [1.33657, -2.78474, -1.47114], [1.04812, -0.46798, -0.94674], [2.50226, -1.13367, -2.37969], [0.53934, -0.00588, -3.06359]]
}